Entry 1:
DFT (wB97M-V/def2-TZVPD) results for a 19-piece molecular cluster, C40H72Cl36N2O4 overall.

For the HOMO energy, the calculation gives -9.3 eV. Its spin multiplicity is 1.

Element x y z (Å)
H (-2.986, -7.081, -2.649)
C (0.344, 5.714, 4.252)
Cl (3.582, 8.528, 6.660)
Cl (-2.951, 6.529, -6.466)
H (2.682, -0.368, -2.137)
H (-4.105, 1.661, -3.324)
C (-0.401, 9.281, -6.117)
H (0.831, -14.251, 9.608)
H (-0.291, -9.938, 7.227)
O (0.286, -2.363, -0.622)
C (0.219, 2.322, 1.811)
C (0.146, 1.022, -0.320)
C (-2.200, 0.614, -3.359)
Cl (1.048, -11.455, 8.430)
H (-3.484, 12.253, 8.436)
H (-2.381, -3.156, -0.041)
Cl (4.776, 9.352, 1.552)
C (-2.192, 9.041, 1.345)
C (1.135, -4.803, -3.243)
Cl (-1.692, 12.137, 6.915)
H (4.473, -2.393, -1.362)
H (0.964, -3.930, -3.889)
C (-3.732, 0.691, -3.004)
N (0.681, 1.077, 2.484)
H (0.696, 9.705, 7.529)
H (-1.643, 8.802, 0.441)
Cl (6.385, -5.156, -0.395)
H (-6.730, -4.058, -3.714)
Cl (-5.125, -3.980, -5.851)
H (-3.449, -1.907, -2.847)
H (-5.072, -1.795, -2.490)
H (-0.868, 9.421, 6.741)
C (-0.946, -6.292, -2.689)
Cl (-1.228, 0.078, -7.421)
H (-0.693, 6.031, 4.209)
H (-0.915, 9.986, -6.760)
H (-0.574, -6.693, -3.639)
Cl (1.388, -10.512, 5.684)
Cl (0.921, 9.311, 5.216)
Cl (2.550, -7.352, 4.864)
O (-2.166, 1.502, -0.407)
Cl (4.337, 2.626, -0.850)
H (3.522, -2.865, -3.310)
Cl (-2.404, -4.002, -6.917)
C (-3.923, -3.104, -6.802)
H (-0.710, -1.580, -3.130)
C (-2.704, 4.800, -0.286)
H (-3.531, 5.156, 0.318)
H (7.870, -3.643, -1.449)
C (1.715, -7.997, 3.438)
C (3.379, -2.274, -1.273)
H (-7.111, -2.560, -4.585)
H (5.135, -8.041, -2.049)
C (-0.155, -4.992, -2.389)
C (-1.238, 0.981, -0.910)
H (2.314, -4.666, -1.339)
H (-2.766, -5.722, -3.711)
H (-2.771, 1.847, -7.557)
H (1.520, -9.048, 3.592)
H (-1.997, 0.047, -4.271)
H (-3.069, -4.094, -2.038)
H (-3.837, 0.576, -1.924)
C (3.120, -0.748, -1.205)
Cl (5.003, -7.783, 0.284)
H (5.907, -9.385, -1.181)
Cl (-2.409, 10.243, 9.021)
C (0.660, 2.296, 0.320)
C (2.400, -4.436, -2.405)
H (4.728, 8.300, 8.704)
H (3.099, -2.758, -0.332)
H (-3.061, 5.106, -4.598)
H (0.105, 3.108, -0.164)
H (-3.930, -3.953, 0.208)
C (5.049, -8.723, -1.210)
H (-0.047, 0.385, 2.335)
H (6.444, 3.005, -1.818)
C (-4.418, -0.433, -3.770)
H (-1.917, 12.536, 9.224)
Cl (-2.892, 5.418, -1.935)
C (-3.046, -5.138, -1.694)
C (-2.842, -4.087, 0.319)
N (-4.378, -1.766, -3.237)
H (-0.779, -4.101, -2.489)
H (-3.732, -2.150, -6.321)
H (-3.263, 0.451, -8.543)
H (8.299, -4.001, 0.236)
C (1.486, -14.665, 10.365)
O (-4.945, -0.211, -4.796)
Cl (5.762, 0.976, -2.797)
H (1.286, -9.243, 7.659)
Cl (2.692, -7.807, 1.977)
C (-2.450, 11.932, 8.499)
H (1.302, -5.669, -3.889)
H (4.696, 9.982, 8.136)
C (-2.432, 1.079, -8.243)
C (-0.675, -0.942, -2.252)
C (-7.444, -3.252, -3.821)
H (1.870, -2.369, -2.878)
Cl (1.086, 5.982, 2.674)
Cl (2.753, 9.411, 9.333)
C (0.177, -1.279, -1.052)
H (2.704, 0.576, 0.490)
H (-4.314, -2.947, -7.800)
Cl (2.004, -16.275, 9.852)
C (0.854, -0.084, -0.410)
H (0.625, 3.200, 2.315)
H (0.170, -5.059, -1.354)
H (-2.620, -4.197, 1.383)
Cl (-1.758, 1.859, -9.677)
Cl (-7.554, -2.384, -2.280)
H (-1.895, 1.646, -3.582)
Cl (-1.192, 5.340, 0.449)
H (3.750, 9.217, 3.666)
C (4.116, 9.075, 8.256)
H (2.271, -1.164, 0.741)
H (0.784, -7.464, 3.306)
H (-4.673, 5.562, -5.188)
C (5.501, 2.612, -2.180)
Cl (5.310, 7.456, 3.714)
Cl (0.395, 3.999, 4.666)
C (-3.675, 5.255, -5.477)
C (4.103, 8.490, 2.941)
Cl (-3.854, 8.459, 1.173)
H (3.279, 7.872, 2.604)
H (2.361, -14.037, 10.483)
C (2.746, -2.931, -2.537)
C (-1.351, 0.172, -2.194)
C (7.485, -3.773, -0.444)
Cl (0.615, -14.724, 11.902)
H (3.264, -5.010, -2.769)
H (-4.104, -5.417, -1.535)
C (2.267, -0.315, 0.055)
H (-0.690, -7.032, -1.924)
Cl (-1.378, 8.284, 2.718)
Cl (3.584, -9.692, -1.410)
Cl (6.748, -2.243, 0.062)
Cl (0.201, 7.412, 7.332)
C (0.163, 9.100, 6.804)
H (0.875, 6.286, 5.001)
H (-0.854, 8.300, -6.205)
H (-0.874, 2.355, 1.918)
Cl (-9.006, -3.926, -4.297)
O (-2.409, -5.210, -0.423)
H (-2.210, 10.114, 1.497)
C (0.775, -10.127, 7.294)
Cl (-3.782, 3.725, -6.357)
H (-2.708, 3.714, -0.320)
H (1.735, 2.418, 0.248)
C (-2.477, -6.115, -2.726)
Cl (-0.542, 9.826, -4.441)
H (5.125, 3.233, -2.985)
H (0.619, 1.277, 3.479)
Cl (1.290, 9.175, -6.622)
H (4.078, -0.207, -1.087)

=====

Entry 2:
DFT (wB97M-V/def2-TZVPD) results for C20H50Cu2N4O11 as an isolated structure.

Its energy above the lowest of the compared OMol25 structures with the same formula, charge and spin is 152.7 kcal per mole. For the HOMO energy (spin up / spin down), the calculation gives -11.5 / -11.5 eV. Its charge is +2. Its spin multiplicity is 3.

Element x y z (Å)
H (-0.509, 2.632, 5.378)
H (-1.374, -8.195, 0.252)
H (-2.616, 5.898, -0.427)
O (-1.479, 6.093, -2.199)
O (-3.232, -3.565, 5.099)
H (-1.924, -7.149, 2.254)
N (5.143, -2.520, -6.577)
C (-2.049, 5.275, -1.120)
H (4.640, -5.736, -1.342)
H (5.252, 0.261, -6.985)
H (1.358, 5.713, 3.001)
C (7.300, -1.873, -7.270)
H (5.740, -3.325, -6.452)
H (3.118, 6.315, 4.888)
C (-3.132, 4.381, -1.860)
C (4.238, 1.281, -4.795)
N (-3.268, -4.710, 2.405)
H (-1.361, 4.754, -0.454)
H (-5.162, -2.951, 4.547)
H (4.998, 1.909, -4.331)
C (1.034, 6.068, 3.979)
H (-2.538, -4.744, 3.103)
O (1.809, -5.143, -1.069)
H (-0.196, 7.774, -2.399)
H (0.057, 6.964, -0.884)
C (-3.420, -3.675, 6.539)
H (8.117, -1.279, -6.857)
O (0.051, -0.802, -2.147)
C (-3.826, -6.023, 2.599)
H (-3.063, -8.449, -0.352)
O (-0.677, -1.055, -0.162)
H (3.778, 1.858, -5.597)
C (6.199, -1.645, -6.278)
H (-4.106, 4.040, -0.097)
H (-1.407, 7.775, -1.076)
H (7.526, -2.936, -7.344)
C (2.980, -5.122, -1.407)
H (-1.920, -7.545, -1.282)
H (3.396, 1.205, -4.107)
O (4.719, -0.039, -5.074)
N (-2.636, 3.487, -2.941)
H (-3.419, -8.041, 1.916)
C (-0.094, -0.358, -1.008)
H (-2.060, 4.233, -3.304)
C (-2.230, -7.753, -0.258)
H (1.849, 6.123, 6.070)
O (3.282, -4.358, -2.293)
N (0.759, 7.531, 3.919)
O (3.896, -5.855, -0.747)
Cu (2.184, -2.167, -5.119)
C (5.732, -0.131, -6.088)
H (7.231, -1.361, -8.230)
H (-1.121, 5.361, 3.544)
Cu (-2.099, -4.163, -0.996)
H (-0.075, 7.713, 3.378)
H (2.248, 4.763, 5.168)
H (-3.164, 2.554, -0.533)
C (-0.272, 5.257, 4.219)
H (0.787, 8.072, 4.772)
C (-3.773, 3.381, -0.899)
H (-4.871, -6.069, 2.291)
H (-3.917, 5.066, -2.180)
H (4.972, -2.585, -7.570)
H (-0.637, 2.007, 3.762)
H (-4.971, -4.619, 4.695)
C (-2.939, -7.064, 1.866)
H (-4.094, -2.906, 6.917)
C (-4.430, -3.736, 4.356)
H (-2.400, -3.403, 6.808)
H (-3.630, -2.685, 2.601)
H (6.518, 0.616, -5.979)
H (0.125, 0.975, 0.218)
H (-4.783, 3.092, -1.188)
O (-2.801, -6.683, 0.478)
C (-0.698, 7.171, -1.642)
H (-1.879, 3.145, 4.358)
C (-0.818, 2.895, 4.367)
H (6.583, -1.938, -5.301)
H (-1.934, 2.849, -2.593)
C (-4.067, -3.651, 2.851)
H (-4.984, -3.516, 2.277)
H (-3.793, -6.354, 3.637)
C (2.151, 5.843, 5.061)
H (-3.719, -4.672, 6.863)
H (-0.596, 5.445, 5.243)
O (0.390, 0.829, -0.692)
O (0.001, 3.947, 3.825)

=====

Entry 3:
DFT (wB97M-V/def2-TZVPD) results for C26H51Br3O20 as an isolated structure.

For the HOMO energy, the calculation gives -9.4 eV. Its spin multiplicity is 1.

Element x y z (Å)
O (-2.529, 4.035, 20.358)
H (-7.345, 7.404, 24.904)
C (-6.607, 8.073, 25.348)
H (-5.944, 5.606, 25.358)
O (-3.804, 4.613, 15.965)
O (-4.915, 7.757, 23.726)
H (-1.059, 4.954, 19.202)
H (1.716, 4.856, 17.879)
H (-0.562, -0.189, 21.764)
C (0.648, 5.291, 20.916)
C (0.192, 8.416, 18.176)
Br (-0.190, 6.508, 24.551)
O (-0.968, 3.814, 21.795)
C (-1.718, 5.116, 20.055)
H (1.797, 6.762, 26.264)
H (1.083, 7.981, 17.723)
H (-4.853, -2.367, 22.033)
H (5.136, 7.006, 20.527)
H (-0.346, 0.962, 18.033)
H (3.695, 7.006, 18.679)
O (-6.643, -0.496, 23.473)
O (1.011, 2.202, 14.497)
H (-7.174, 2.533, 19.887)
H (0.896, 5.926, 20.066)
C (-0.797, 5.120, 21.222)
H (-6.814, 8.001, 26.415)
O (-6.973, -2.263, 22.361)
C (-2.911, 4.307, 17.034)
O (-2.423, 2.156, 21.692)
H (-1.892, 4.631, 16.818)
O (-1.152, 1.975, 15.095)
H (1.188, 5.690, 21.775)
C (2.176, 4.027, 17.342)
C (4.058, 6.894, 20.639)
H (3.585, 7.839, 20.905)
O (-6.561, 3.046, 19.355)
H (1.128, -0.453, 18.860)
C (-0.055, 1.039, 19.080)
C (-4.196, 6.786, 23.194)
H (-2.923, 3.227, 17.186)
Br (0.036, 8.320, 27.313)
H (2.762, 3.197, 14.341)
O (-4.217, 5.786, 24.086)
C (-5.584, -0.407, 22.526)
C (-4.333, -0.271, 23.282)
Br (2.074, 8.856, 24.965)
O (-3.665, 6.788, 22.073)
H (-3.204, 4.779, 17.971)
H (-0.947, 0.738, 19.629)
H (0.073, 2.116, 19.187)
H (0.344, 9.868, 16.495)
H (-6.344, 4.586, 20.816)
C (-5.798, 3.819, 20.267)
H (-5.682, 0.349, 21.748)
O (3.461, 6.488, 19.453)
O (0.134, -0.850, 23.621)
C (-4.983, 6.103, 25.222)
O (-3.077, 8.356, 16.953)
C (1.500, 3.868, 15.986)
H (-5.803, -1.551, 20.768)
H (-4.449, 5.900, 26.150)
H (1.480, 4.748, 15.344)
H (-4.674, 4.443, 16.335)
C (1.040, 7.446, 25.881)
C (-0.046, 2.449, 15.195)
C (0.020, 9.778, 17.532)
H (-2.170, 6.107, 20.019)
C (-7.520, -1.404, 23.222)
O (-1.054, 7.788, 17.662)
O (-1.383, 9.837, 17.465)
H (-4.424, 8.069, 25.680)
H (-6.850, 9.068, 24.975)
H (3.235, 4.286, 17.314)
H (2.722, 1.986, 15.645)
H (-3.514, -0.280, 22.563)
C (0.062, 0.132, 22.598)
H (-4.244, -1.104, 23.979)
C (-5.190, 7.587, 25.073)
C (2.144, 2.746, 15.118)
C (0.383, 10.909, 18.428)
C (-1.938, 8.619, 17.290)
H (0.878, -0.620, 24.182)
H (1.447, 10.901, 18.664)
H (-4.907, 4.254, 19.814)
H (1.074, 0.179, 22.196)
C (-5.728, -1.746, 21.838)
H (-1.161, 5.685, 22.080)
O (0.251, 3.342, 16.181)
H (-0.033, 10.861, 19.435)
H (0.228, 8.464, 19.265)
H (-5.294, 3.107, 20.921)
H (1.051, 4.307, 20.679)
C (-2.026, 3.237, 21.317)
H (0.086, 11.882, 18.037)
O (1.109, 0.374, 19.347)
H (-4.327, 0.703, 23.772)
H (3.942, 6.185, 21.459)
H (2.043, 3.136, 17.954)
H (-0.250, 1.133, 22.897)
O (-8.620, -1.460, 23.757)

=====

Entry 4:
DFT (wB97M-V/def2-TZVPD) results for C6H13NO2 as an isolated structure.

Its energy above the lowest of the compared OMol25 structures with the same formula, charge and spin is 85.3 kcal per mole. For the HOMO energy (spin up / spin down), the calculation gives -7.9 / -7.9 eV. Its spin multiplicity is 1.

Element x y z (Å)
H (-0.941, -0.890, -1.900)
H (-1.844, -0.075, 2.491)
H (-2.456, 0.064, -0.219)
C (1.436, 1.036, -0.249)
N (-0.621, -0.763, 0.183)
O (1.433, -1.709, 0.706)
H (-1.459, -2.301, -0.950)
C (0.606, -0.818, 0.890)
C (-0.691, -1.533, -1.055)
H (2.067, 1.245, 0.620)
H (0.529, -0.273, 1.840)
H (2.528, -0.558, -1.122)
C (2.125, 0.413, -1.419)
H (0.271, -2.005, -1.228)
O (0.425, 1.829, -0.418)
C (-1.796, 0.744, 1.768)
H (-0.700, 1.328, -0.173)
H (2.959, 1.038, -1.745)
H (-1.012, 1.435, 2.077)
H (-2.741, 1.286, 1.791)
H (1.437, 0.274, -2.252)
C (-1.555, 0.232, 0.367)

=====

Entry 5:
DFT (wB97M-V/def2-TZVPD) results for C6H9Cl2O6Pd as an isolated structure.

Its energy above the lowest of the compared OMol25 structures with the same formula, charge and spin is 33.7 kcal per mole. For the HOMO energy (spin up / spin down), the calculation gives 1.6 / 1.3 eV. Its charge is -3. Its spin multiplicity is 3.

Element x y z (Å)
H (0.496, 0.181, 4.413)
O (3.308, 1.470, -1.596)
H (-3.011, 0.638, 1.075)
H (2.469, 1.275, -4.121)
C (2.552, 0.384, -3.500)
H (-0.520, 1.574, 3.921)
O (1.798, 0.012, -1.387)
C (-2.450, -0.087, -1.015)
C (0.064, -0.079, 2.461)
C (-3.456, 0.399, 0.109)
O (-2.763, -0.021, -2.215)
H (-1.256, 0.084, 4.175)
C (2.526, 0.685, -2.110)
H (1.725, -0.282, -3.745)
Cl (3.216, -1.904, 1.068)
H (-4.389, -0.157, 0.210)
O (0.656, 0.629, 1.637)
O (0.047, -1.304, 2.183)
C (-0.332, 0.509, 3.785)
H (-3.946, 1.292, -0.280)
Pd (0.781, -1.090, 0.160)
H (3.403, -0.236, -3.781)
Cl (0.416, -3.473, -0.818)
O (-1.335, -0.498, -0.630)

=====

Entry 6:
DFT (wB97M-V/def2-TZVPD) results for C20H28AuN3O2 as an isolated structure.

Its energy above the lowest of the compared OMol25 structures with the same formula, charge and spin is 0.0 kcal per mole. For the HOMO energy, the calculation gives -15.1 eV. Its charge is +2. Its spin multiplicity is 1.

Element x y z (Å)
C (-0.497, 2.786, -1.330)
C (-2.448, 2.256, -0.188)
C (-0.760, 4.139, -1.170)
H (-2.704, -1.400, 4.072)
H (-1.440, 0.597, 4.732)
C (1.863, -2.287, -2.326)
C (1.080, -2.574, -1.198)
H (-0.788, -2.501, -2.244)
H (1.734, -0.470, -0.767)
C (-1.538, -1.654, 2.273)
H (-3.078, 1.476, 0.218)
Au (-0.834, -0.330, -0.908)
H (-0.069, 4.864, -1.577)
C (5.271, -3.044, -1.061)
H (-1.133, 1.506, 2.169)
H (0.568, 1.334, -2.468)
N (-1.333, 1.857, -0.827)
C (1.702, -3.036, -0.033)
H (-2.127, 5.597, -0.393)
H (-0.038, 0.075, 3.791)
C (-1.908, 4.545, -0.514)
H (-0.534, -2.012, 2.025)
C (3.841, -2.898, -1.112)
H (3.845, -2.232, -3.154)
H (2.821, 1.847, -1.535)
H (1.103, -3.278, 0.836)
H (-3.689, 3.851, 0.494)
H (-2.741, 1.026, 2.744)
O (1.091, 0.004, -0.209)
C (-0.372, -2.375, -1.247)
C (-1.718, 0.682, 2.577)
H (-2.278, -2.369, 1.908)
N (-2.741, -0.820, -1.505)
H (2.481, 1.140, 0.791)
H (0.827, 1.752, 0.801)
H (-0.936, -2.895, -0.476)
H (-3.339, -0.798, -0.679)
N (6.414, -3.132, -1.017)
C (0.758, 2.309, -2.013)
H (-2.820, -1.746, -1.920)
O (-1.750, -0.389, 1.594)
H (1.387, -1.957, -3.242)
C (-1.660, -1.360, 3.757)
H (3.556, -3.575, 0.905)
C (-1.129, 0.069, 3.833)
C (3.237, -2.442, -2.285)
H (-3.097, -0.144, -2.179)
C (3.073, -3.204, 0.012)
H (-1.094, -2.064, 4.363)
C (-2.777, 3.581, -0.018)
C (1.604, 1.324, 0.172)
C (1.925, 2.202, -1.021)
H (2.170, 3.190, -0.623)
H (1.018, 2.979, -2.831)